# 1
Here is a 5-piece molecular cluster, C29H29F4N2 overall from the OMol25 dataset. Energies are from wB97M-V/def2-TZVPD.

```
64
Properties=species:S:1:pos:R:3
C 0.056 0.875 4.060
C -1.075 0.831 5.164
C -2.544 0.869 4.639
C -3.253 2.012 4.126
N -4.545 1.556 3.829
C -4.675 0.236 4.108
N -3.470 -0.194 4.597
H 0.010 0.062 3.298
H 0.149 1.899 3.580
H 1.029 0.727 4.609
H -0.943 1.742 5.803
H -0.980 -0.070 5.819
H -2.906 3.059 3.985
H -5.313 2.128 3.472
H -5.607 -0.357 3.981
H -3.323 -1.164 4.877
F -0.412 -3.335 3.610
C -0.675 -3.326 2.288
C -1.511 -2.353 1.774
C -1.781 -2.336 0.411
C -1.219 -3.300 -0.418
C -0.384 -4.276 0.114
C -0.105 -4.287 1.475
H -1.946 -1.615 2.437
H -2.429 -1.574 -0.005
H -1.433 -3.290 -1.477
H 0.050 -5.029 -0.532
H 0.550 -5.034 1.905
F -0.423 -1.976 -2.968
C -0.686 -1.962 -4.293
C -1.522 -0.988 -4.807
C -1.788 -0.972 -6.170
C -1.224 -1.934 -6.998
C -0.389 -2.910 -6.467
C -0.114 -2.922 -5.106
H -1.959 -0.251 -4.143
H -2.435 -0.209 -6.586
H -1.435 -1.923 -8.061
H 0.047 -3.662 -7.113
H 0.542 -3.669 -4.675
F 6.491 -2.023 -3.326
C 5.179 -1.784 -3.169
C 4.644 -0.601 -3.648
C 3.286 -0.356 -3.490
C 2.482 -1.291 -2.847
C 3.033 -2.472 -2.366
C 4.389 -2.724 -2.533
H 5.288 0.118 -4.140
H 2.854 0.563 -3.868
H 1.428 -1.097 -2.720
H 2.407 -3.198 -1.861
H 4.835 -3.643 -2.172
F -0.914 3.888 1.952
C 0.111 4.765 1.883
C 0.222 5.620 0.805
C 1.290 6.508 0.757
C 2.233 6.518 1.781
C 2.105 5.645 2.856
C 1.030 4.769 2.907
H -0.516 5.588 0.013
H 1.388 7.191 -0.078
H 3.068 7.207 1.740
H 2.840 5.649 3.651
H 0.899 4.086 3.737
```

Computed properties:
frontier orbital gap	7.5	eV
total charge	+1
HOMO level	-10.51	eV

# 2
Here is C29H29IrN2O5S2Te as an isolated structure from the OMol25 dataset. Energies are from wB97M-V/def2-TZVPD.

```
69
Properties=species:S:1:pos:R:3
Ir 0.062 0.080 -0.698
Te 2.507 0.046 -1.508
C 3.564 -0.210 0.295
C 4.834 -0.775 0.252
C 5.546 -0.948 1.430
C 4.992 -0.557 2.641
C 3.726 0.011 2.680
C 3.007 0.185 1.506
C 2.982 2.067 -1.852
C 3.046 3.002 -0.825
C 3.356 4.319 -1.129
C 3.587 4.697 -2.446
C 3.519 3.760 -3.466
C 3.219 2.437 -3.170
H 5.271 -1.080 -0.691
H 6.534 -1.388 1.400
H 5.550 -0.694 3.558
H 3.297 0.321 3.624
H 2.021 0.630 1.542
H 2.857 2.714 0.200
H 3.404 5.053 -0.335
H 3.825 5.728 -2.675
H 3.705 4.053 -4.490
H 3.176 1.704 -3.968
C 3.481 7.652 1.417
C 2.103 7.087 1.221
C 1.158 7.754 0.448
C -0.131 7.257 0.305
C -0.472 6.071 0.932
C 0.457 5.381 1.703
C 1.734 5.892 1.842
S -2.124 5.447 0.810
O -2.912 6.434 0.139
O -2.471 4.906 2.088
N -2.051 4.148 -0.190
C -1.846 4.313 -1.622
C -0.432 3.903 -2.066
C -0.241 2.454 -1.746
O 0.084 2.138 -0.536
O -0.453 1.531 -2.557
H 3.722 8.388 0.651
H 4.239 6.869 1.395
H 3.555 8.147 2.387
H 1.426 8.685 -0.037
H -0.875 7.789 -0.273
H 0.170 4.470 2.214
H 2.457 5.367 2.456
H -1.559 3.376 0.243
H -2.040 5.353 -1.876
H -2.582 3.713 -2.164
H 0.316 4.488 -1.533
H -0.324 4.046 -3.140
C -0.170 -2.002 -1.328
C -0.515 -1.859 0.013
C -1.951 -1.467 0.376
C -2.263 -1.484 1.845
C -1.354 -1.843 2.746
C 0.000 -2.243 2.365
C 0.397 -2.253 1.087
H -0.905 -1.997 -2.124
H 0.757 -2.517 -1.555
H -2.691 -2.064 -0.166
H -3.268 -1.195 2.126
H -1.614 -1.852 3.796
H 0.687 -2.544 3.145
H 1.401 -2.550 0.808
O -4.440 0.243 -0.128
S -3.164 0.818 -0.449
N -1.958 -0.074 -0.146
```

Computed properties:
frontier orbital gap (alpha / beta)	7.2 / 6.7	eV
⟨S²⟩	0.759
total charge	+1
multiplicity	2
HOMO level (alpha / beta)	-11.49 / -11.49	eV
relative energy (zero: lowest compared OMol25 entry of this formula, charge and spin)	0.1	kJ/mol

# 3
Here is C29H29N3O3P3PdS3SbSe2 as an isolated structure from the OMol25 dataset. Energies are from wB97M-V/def2-TZVPD.

```
74
Properties=species:S:1:pos:R:3
Pd 3.310 1.907 -0.133
S 3.840 2.303 -2.637
Sb 5.130 3.845 -1.350
S 5.804 1.959 0.060
S 3.160 4.452 -0.073
Se -3.177 1.418 1.361
P -2.611 0.673 -0.590
C -3.621 1.456 -1.869
C -4.362 0.679 -2.759
C -5.120 1.299 -3.740
C -5.154 2.682 -3.824
C -4.446 3.456 -2.914
C -3.687 2.852 -1.928
C -2.841 -1.109 -0.734
C -3.547 -1.811 0.239
C -3.795 -3.163 0.065
C -3.351 -3.807 -1.081
C -2.654 -3.102 -2.054
C -2.388 -1.754 -1.884
C -0.898 1.159 -0.770
C 0.422 0.701 -0.659
N 1.181 1.817 -0.779
N 0.409 2.879 -0.883
N -0.838 2.512 -0.878
P 1.327 -0.826 -0.380
Se 3.451 -0.546 -0.694
C 0.771 -2.075 -1.549
C 0.582 -3.392 -1.142
C 0.289 -4.361 -2.089
C 0.178 -4.012 -3.428
C 0.366 -2.694 -3.831
C 0.673 -1.722 -2.895
C 0.963 -1.394 1.303
C 1.958 -2.040 2.031
C 1.686 -2.500 3.311
C 0.429 -2.313 3.868
C -0.563 -1.664 3.146
C -0.295 -1.205 1.867
H -4.353 -0.399 -2.690
H -5.688 0.695 -4.434
H -5.747 3.159 -4.593
H -4.484 4.535 -2.970
H -3.135 3.450 -1.219
H -3.898 -1.304 1.129
H -4.347 -3.708 0.819
H -3.553 -4.860 -1.222
H -2.318 -3.599 -2.954
H -1.851 -1.201 -2.644
H 0.672 -3.652 -0.094
H 0.151 -5.389 -1.782
H -0.050 -4.771 -4.164
H 0.291 -2.433 -4.878
H 0.854 -0.698 -3.203
H 2.942 -2.167 1.597
H 2.462 -3.001 3.875
H 0.226 -2.670 4.869
H -1.545 -1.509 3.574
H -1.064 -0.696 1.307
C 0.887 2.460 2.454
O 2.188 2.564 3.045
P 3.488 2.152 2.196
O 4.585 2.971 2.983
C 4.553 4.397 3.175
O 3.852 0.661 2.613
C 4.179 0.301 3.968
H 0.180 2.805 3.204
H 0.660 1.423 2.192
H 0.818 3.092 1.567
H 5.480 4.650 3.682
H 3.699 4.672 3.791
H 4.497 4.916 2.223
H 4.331 -0.774 3.964
H 3.362 0.563 4.641
H 5.093 0.802 4.280
```

Computed properties:
frontier orbital gap (alpha / beta)	5.7 / 3.5	eV
⟨S²⟩	0.754
total charge	+1
multiplicity	2
HOMO level (alpha / beta)	-9.73 / -9.73	eV
relative energy (zero: lowest compared OMol25 entry of this formula, charge and spin)	224.0	kJ/mol

# 4
Here is C29H29N3OsSi as an isolated structure from the OMol25 dataset. Energies are from wB97M-V/def2-TZVPD.

```
63
Properties=species:S:1:pos:R:3
C -0.116 1.978 2.294
C 0.060 2.737 1.105
C -1.189 2.704 0.367
H 1.007 3.197 0.829
C -2.108 1.837 1.102
C -1.413 1.417 2.284
H -1.892 0.986 3.162
H 0.638 1.840 3.065
H -1.399 3.215 -0.589
H -3.202 1.696 0.915
Os -0.427 0.872 0.558
C -1.596 -1.330 0.365
H -2.433 -1.341 -0.343
H -2.107 -1.121 1.377
H -1.074 -2.371 0.557
Si -0.177 0.524 -1.831
C 1.155 -0.266 -2.893
C 2.200 0.615 -3.232
H 2.187 1.648 -2.847
C 3.198 0.155 -4.119
H 3.913 0.888 -4.498
C 3.179 -1.151 -4.627
H 3.897 -1.446 -5.408
C 2.172 -2.045 -4.195
H 2.105 -3.020 -4.670
C 1.177 -1.638 -3.287
H 0.350 -2.276 -2.911
C -1.590 1.075 -2.923
C -1.365 1.044 -4.315
H -0.370 0.694 -4.676
C -2.414 1.397 -5.184
H -2.193 1.444 -6.242
C -3.671 1.780 -4.686
H -4.471 2.153 -5.349
C -3.892 1.776 -3.294
H -4.805 2.184 -2.848
C -2.875 1.375 -2.402
H -3.033 1.279 -1.294
H 0.523 1.675 -1.075
H -0.708 -0.728 -0.260
C -1.782 -2.015 6.459
C -2.550 -1.550 5.359
C -1.933 -1.172 4.160
C -0.516 -1.263 4.038
C 0.236 -1.753 5.111
C -0.375 -2.119 6.315
N 0.143 -0.995 2.826
N 1.413 -1.217 2.869
C 2.227 -0.871 1.788
C 3.538 -1.403 1.735
C 4.413 -1.057 0.709
C 3.999 -0.066 -0.185
C 2.756 0.489 0.050
N 1.822 0.031 0.876
H -2.236 -2.193 7.456
H -3.628 -1.373 5.469
H -2.486 -0.742 3.311
H 1.302 -1.831 4.874
H 0.307 -2.425 7.119
H 3.735 -2.075 2.574
H 5.402 -1.502 0.630
H 4.570 0.295 -1.034
H 2.399 1.355 -0.492
```

Computed properties:
frontier orbital gap (alpha / beta)	7.3 / 4.6	eV
⟨S²⟩	6.065
total charge	+2
multiplicity	5
HOMO level (alpha / beta)	-12.90 / -14.18	eV

DFT total energy per entry: -1631.1936, -2776.6419, -8901.9538, -1666.0326 hartree